Molecular formula: C4H8AuO3
Method: DFT, ωB97M-V/def2-TZVPD

Last column: Löwdin charge in e.
Element x y z (Å)
C -1.120 -0.796 -2.434  -0.07
O -1.118 -1.605 -1.328  -0.26
H -0.135 -0.073 -2.438  0.16
H -1.264 -1.350 -3.380  0.15
H -1.908 -0.024 -2.338  0.13
O 1.538 -0.845 -0.284  -0.05
C 1.642 0.394 -0.195  -0.03
C 0.911 1.012 0.962  -0.08
O -0.284 0.266 1.155  -0.33
C -0.806 0.179 2.416  0.09
Au -0.277 -1.419 0.090  1.52
H 2.597 0.880 -0.456  0.19
H 0.640 2.051 0.715  0.18
H 1.572 1.016 1.844  0.19
H -1.810 -0.240 2.446  0.11
H -0.179 0.553 3.225  0.12

E_tot, Eh: -517.516982
Net charge: +2
Maximum force, eV Å⁻¹: 11.5
2S+1: 4
Gap between HOMO and LUMO (alpha / beta), eV: 6.709 / 8.111
Highest occupied orbital energy (alpha / beta), Ha: -0.62651 / -0.75213
Energy above the lowest of the compared OMol25 structures with the same formula, charge and spin, kcal per mole: 0.0